DFT (the ωB97M-V functional and the def2-TZVPD basis) results for a cluster of 8 separate species, C50H111F6N6O2P in total at a distorted geometry.

Last columns: bonded neighbours and bond lengths (Å).
Atoms and positions in Å:
1 C 0.476 0.090 -1.452  C2 1.495, H5 1.090, H6 1.090, H7 1.090
2 C -0.909 -0.474 -1.487  C1 1.495, O3 1.252, O4 1.244
3 O -1.198 -1.347 -2.337  C2 1.252
4 O -1.696 0.006 -0.652  C2 1.244
5 H 1.023 -0.126 -0.534  C1 1.090
6 H 0.401 1.176 -1.504  C1 1.090
7 H 1.132 -0.224 -2.263  C1 1.090
8 C -2.955 -1.776 5.586  C9 1.576, H17 1.090, H18 1.090, H19 1.090
9 C -3.523 -0.321 5.377  C8 1.576, C10 1.554, H20 1.090, H21 1.090
10 C -3.103 0.066 3.931  C9 1.554, N11 1.533, H22 1.090, H23 1.090
11 N -3.416 1.540 3.650  C10 1.533, C12 1.543, C13 1.570, C16 1.521
12 C -4.858 1.970 3.990  N11 1.543, H24 1.090, H25 1.090, H26 1.090
13 C -2.391 2.450 4.417  N11 1.570, C14 1.528, H27 1.090, H28 1.090
14 C -2.478 3.765 3.644  C13 1.528, C15 1.516, H29 1.090, H30 1.090
15 C -2.611 3.297 2.209  C14 1.516, C16 1.544, H31 1.090, H32 1.090
16 C -3.257 1.895 2.179  N11 1.521, C15 1.544, H33 1.090, H34 1.090
17 H -3.495 -2.565 5.063  C8 1.090
18 H -3.176 -2.079 6.609  C8 1.090
19 H -1.884 -1.854 5.396  C8 1.090
20 H -3.159 0.368 6.140  C9 1.090
21 H -4.610 -0.397 5.343  C9 1.090
22 H -3.673 -0.597 3.280  C10 1.090
23 H -2.028 -0.014 3.769  C10 1.090
24 H -4.834 2.085 5.074  C12 1.090
25 H -5.515 1.158 3.678  C12 1.090
26 H -5.058 2.917 3.489  C12 1.090
27 H -2.656 2.589 5.465  C13 1.090
28 H -1.416 1.972 4.319  C13 1.090
29 H -3.356 4.341 3.934  C14 1.090
30 H -1.668 4.492 3.721  C14 1.090
31 H -3.289 3.962 1.674  C15 1.090
32 H -1.662 3.209 1.679  C15 1.090
33 H -4.212 1.985 1.662  C16 1.090
34 H -2.586 1.259 1.601  C16 1.090
35 C 2.492 -0.363 2.672  C36 1.507, H44 1.090, H45 1.090, H46 1.090
36 C 2.006 -0.721 4.053  C35 1.507, C37 1.534, H47 1.090, H48 1.090
37 C 2.923 -0.236 5.184  C36 1.534, N38 1.585, H49 1.090, H50 1.090
38 N 2.538 -0.853 6.592  C37 1.585, C39 1.529, C40 1.507, C43 1.560
39 C 2.915 -2.332 6.668  N38 1.529, H51 1.090, H52 1.090, H53 1.090
40 C 1.072 -0.647 6.876  N38 1.507, C41 1.567, H54 1.090, H55 1.090
41 C 1.000 -0.562 8.439  C40 1.567, C42 1.534, H56 1.090, H57 1.090
42 C 2.420 -0.187 8.882  C41 1.534, C43 1.479, H58 1.090, H59 1.090
43 C 3.247 0.019 7.674  N38 1.560, C42 1.479, H60 1.090, H61 1.090
44 H 3.466 -0.788 2.428  C35 1.090
45 H 2.679 0.702 2.536  C35 1.090
46 H 1.816 -0.790 1.932  C35 1.090
47 H 1.854 -1.800 4.073  C36 1.090
48 H 1.025 -0.267 4.194  C36 1.090
49 H 2.928 0.854 5.152  C37 1.090
50 H 3.977 -0.501 5.106  C37 1.090
51 H 2.667 -2.732 7.651  C39 1.090
52 H 3.957 -2.619 6.526  C39 1.090
53 H 2.298 -2.822 5.915  C39 1.090
54 H 0.498 -1.405 6.343  C40 1.090
55 H 0.825 0.329 6.457  C40 1.090
56 H 0.660 -1.500 8.876  C41 1.090
57 H 0.331 0.193 8.852  C41 1.090
58 H 2.888 -0.867 9.594  C42 1.090
59 H 2.396 0.750 9.437  C42 1.090
60 H 4.313 -0.203 7.725  C43 1.090
61 H 3.028 1.033 7.339  C43 1.090
62 C 1.500 0.412 -6.398  C63 1.564, H71 1.090, H72 1.090, H73 1.090
63 C 1.394 -0.810 -5.427  C62 1.564, C64 1.595, H74 1.090, H75 1.090
64 C 1.270 -2.183 -6.231  C63 1.595, N65 1.581, H76 1.090, H77 1.090
65 N 1.057 -3.451 -5.311  C64 1.581, C66 1.557, C67 1.540, C70 1.537
66 C 1.938 -3.430 -4.028  N65 1.557, H78 1.090, H79 1.090, H80 1.090
67 C 1.406 -4.680 -6.173  N65 1.540, C68 1.526, H81 1.090, H82 1.090
68 C 0.605 -5.784 -5.487  C67 1.526, C69 1.506, H83 1.090, H84 1.090
69 C -0.715 -5.131 -5.173  C68 1.506, C70 1.528, H85 1.090, H86 1.090
70 C -0.422 -3.649 -4.945  N65 1.537, C69 1.528, H87 1.090, H88 1.090
71 H 2.508 0.514 -6.800  C62 1.090
72 H 1.374 1.341 -5.843  C62 1.090
73 H 0.788 0.344 -7.221  C62 1.090
74 H 0.525 -0.732 -4.773  C63 1.090
75 H 2.218 -0.743 -4.717  C63 1.090
76 H 2.261 -2.330 -6.661  C64 1.090
77 H 0.515 -2.029 -7.002  C64 1.090
78 H 2.965 -3.317 -4.372  C66 1.090
79 H 1.975 -4.408 -3.547  C66 1.090
80 H 1.461 -2.657 -3.425  C66 1.090
81 H 2.480 -4.837 -6.077  C67 1.090
82 H 1.114 -4.374 -7.177  C67 1.090
83 H 1.094 -6.143 -4.581  C68 1.090
84 H 0.401 -6.565 -6.219  C68 1.090
85 H -1.193 -5.534 -4.280  C69 1.090
86 H -1.255 -5.232 -6.115  C69 1.090
87 H -0.685 -3.451 -3.906  C70 1.090
88 H -1.151 -3.175 -5.602  C70 1.090
89 C -2.760 -0.290 -5.146  C90 1.531, H98 1.090, H99 1.090, H100 1.090
90 C -2.347 1.117 -4.707  C89 1.531, C91 1.556, H101 1.090, H102 1.090
91 C -3.286 1.740 -3.633  C90 1.556, N92 1.520, H103 1.090, H104 1.090
92 N -3.053 3.139 -3.087  C91 1.520, C93 1.535, C94 1.557, C97 1.559
93 C -1.597 3.292 -2.626  N92 1.535, H105 1.090, H106 1.090, H107 1.090
94 C -3.380 4.206 -4.173  N92 1.557, C95 1.615, H108 1.090, H109 1.090
95 C -3.648 5.589 -3.381  C94 1.615, C96 1.526, H110 1.090, H111 1.090
96 C -4.164 5.064 -2.045  C95 1.526, C97 1.548, H112 1.090, H113 1.090
97 C -4.037 3.525 -1.941  N92 1.559, C96 1.548, H114 1.090, H115 1.090
98 H -2.184 -0.547 -6.035  C89 1.090
99 H -3.746 -0.327 -5.609  C89 1.090
100 H -2.544 -1.005 -4.352  C89 1.090
101 H -2.512 1.728 -5.594  C90 1.090
102 H -1.275 1.200 -4.526  C90 1.090
103 H -3.259 1.213 -2.680  C91 1.090
104 H -4.320 1.713 -3.977  C91 1.090
105 H -1.009 2.964 -3.483  C93 1.090
106 H -1.419 2.692 -1.734  C93 1.090
107 H -1.378 4.351 -2.490  C93 1.090
108 H -2.608 4.216 -4.942  C94 1.090
109 H -4.327 3.871 -4.597  C94 1.090
110 H -2.751 6.208 -3.357  C95 1.090
111 H -4.330 6.170 -4.001  C95 1.090
112 H -3.697 5.634 -1.242  C96 1.090
113 H -5.204 5.391 -2.007  C96 1.090
114 H -3.566 3.122 -1.045  C97 1.090
115 H -5.014 3.076 -2.114  C97 1.090
116 C 4.735 6.800 -3.839  C117 1.504, H125 1.090, H126 1.090, H127 1.090
117 C 4.751 6.072 -2.524  C116 1.504, C118 1.559, H128 1.090, H129 1.090
118 C 3.948 4.736 -2.546  C117 1.559, N119 1.549, H130 1.090, H131 1.090
119 N 4.134 3.876 -1.272  C118 1.549, C120 1.483, C121 1.547, C124 1.551
120 C 5.449 3.194 -1.350  N119 1.483, H132 1.090, H133 1.090, H134 1.090
121 C 3.048 2.774 -1.229  N119 1.547, C122 1.530, H135 1.090, H136 1.090
122 C 2.836 2.438 0.249  C121 1.530, C123 1.564, H137 1.090, H138 1.090
123 C 3.183 3.712 1.088  C122 1.564, C124 1.592, H139 1.090, H140 1.090
124 C 3.983 4.638 0.070  N119 1.551, C123 1.592, H141 1.090, H142 1.090
125 H 3.802 7.204 -4.231  C116 1.090
126 H 5.161 6.155 -4.607  C116 1.090
127 H 5.437 7.634 -3.813  C116 1.090
128 H 4.301 6.816 -1.866  C117 1.090
129 H 5.756 6.037 -2.102  C117 1.090
130 H 4.228 4.158 -3.426  C118 1.090
131 H 2.873 4.915 -2.588  C118 1.090
132 H 6.186 3.993 -1.433  C120 1.090
133 H 5.616 2.503 -2.175  C120 1.090
134 H 5.561 2.596 -0.445  C120 1.090
135 H 3.370 2.003 -1.930  C121 1.090
136 H 2.190 3.293 -1.655  C121 1.090
137 H 3.598 1.725 0.560  C122 1.090
138 H 1.848 1.993 0.365  C122 1.090
139 H 3.732 3.433 1.987  C123 1.090
140 H 2.262 4.100 1.524  C123 1.090
141 H 4.969 4.775 0.513  C124 1.090
142 H 3.271 5.456 -0.042  C124 1.090
143 C 0.513 -4.278 -1.031  C144 1.517, H152 1.090, H153 1.090, H154 1.090
144 C -0.131 -4.311 0.343  C143 1.517, C145 1.615, H155 1.090, H156 1.090
145 C -1.605 -4.942 0.155  C144 1.615, N146 1.580, H157 1.090, H158 1.090
146 N -2.781 -4.382 1.049  C145 1.580, C147 1.551, C148 1.583, C151 1.475
147 C -3.156 -2.925 0.670  N146 1.551, H159 1.090, H160 1.090, H161 1.090
148 C -2.348 -4.448 2.570  N146 1.583, C149 1.571, H162 1.090, H163 1.090
149 C -3.255 -5.564 3.204  C148 1.571, C150 1.488, H164 1.090, H165 1.090
150 C -4.464 -5.499 2.339  C149 1.488, C151 1.553, H166 1.090, H167 1.090
151 C -3.993 -5.207 0.888  N146 1.475, C150 1.553, H168 1.090, H169 1.090
152 H -0.137 -4.019 -1.867  C143 1.090
153 H 1.001 -5.214 -1.306  C143 1.090
154 H 1.294 -3.518 -1.028  C143 1.090
155 H -0.239 -3.327 0.800  C144 1.090
156 H 0.513 -4.870 1.022  C144 1.090
157 H -1.481 -6.014 0.310  C145 1.090
158 H -1.998 -4.758 -0.845  C145 1.090
159 H -3.898 -2.471 1.327  C147 1.090
160 H -3.472 -2.993 -0.371  C147 1.090
161 H -2.231 -2.379 0.857  C147 1.090
162 H -2.668 -3.503 3.009  C148 1.090
163 H -1.292 -4.690 2.692  C148 1.090
164 H -3.609 -5.432 4.227  C149 1.090
165 H -2.760 -6.516 3.013  C149 1.090
166 H -5.229 -4.829 2.732  C150 1.090
167 H -4.810 -6.518 2.510  C150 1.090
168 H -4.710 -4.662 0.275  C151 1.090
169 H -3.723 -6.164 0.441  C151 1.090
170 P 4.826 -1.002 -1.880  F171 1.637, F172 1.578, F173 1.658, F174 1.583, F175 1.638, F176 1.614
171 F 6.278 -0.576 -2.506  P170 1.637
172 F 4.992 0.233 -0.911  P170 1.578
173 F 3.926 -0.223 -3.034  P170 1.658
174 F 3.439 -1.426 -1.245  P170 1.583
175 F 4.826 -2.341 -2.823  P170 1.638
176 F 5.565 -1.783 -0.676  P170 1.614

Summary:
Electronic energy in a.u.: -3389.5347
<S²>: 0.7546
F_max in Eh/bohr: 0.0847
2S+1: 2
Charge: +5